# 1
Molecular formula: C23H22N4OS2
Method: DFT, ωB97M-V/def2-TZVPD

Positions of all 52 atoms, in Å:
C: -0.659152 -0.451740 2.297620
C: -0.847844 0.742668 1.431870
C: 0.082834 1.538620 0.835326
C: -0.613453 2.548419 0.110434
C: -0.049873 3.584606 -0.730884
O: -0.644649 4.585382 -1.080669
C: 1.365097 3.330224 -1.234568
S: 1.382130 1.794167 -2.215679
C: 2.433425 0.817143 -1.232483
N: 3.239822 1.267999 -0.313935
C: 3.838326 0.154379 0.221310
C: 4.777182 0.044541 1.238455
C: 5.197051 -1.224064 1.583481
C: 4.703566 -2.360231 0.942404
C: 3.770069 -2.271533 -0.073118
C: 3.344999 -1.002876 -0.425735
N: 2.450906 -0.544482 -1.369960
C: 1.568745 -1.324424 -2.186628
C: 0.216279 -1.520342 -1.473877
C: -0.636115 -2.404741 -2.220660
N: -1.299123 -3.121261 -2.814991
C: -1.970472 2.318136 0.311255
C: -3.131923 3.052765 -0.246522
N: -2.095325 1.224848 1.104848
C: -3.334073 0.594518 1.486121
C: -3.604294 -0.631199 0.668412
C: -3.971762 -1.869184 1.094108
C: -4.144505 -2.788099 0.032711
C: -3.900833 -2.236916 -1.180619
S: -3.456750 -0.581892 -1.062008
H: 0.401573 -0.677895 2.370856
H: -1.180093 -1.319413 1.890629
H: -1.039267 -0.272241 3.304166
H: 1.144192 1.444258 0.942161
H: 2.085346 3.178867 -0.431932
H: 1.675653 4.147781 -1.884492
H: 5.157368 0.924799 1.730721
H: 5.926820 -1.344974 2.370034
H: 5.059393 -3.332897 1.247359
H: 3.393621 -3.156343 -0.565002
H: 1.413538 -0.808278 -3.138419
H: 2.037581 -2.292847 -2.381069
H: 0.381217 -1.948812 -0.480297
H: -0.283099 -0.553650 -1.358014
H: -3.781277 2.386405 -0.815123
H: -3.716551 3.518256 0.547963
H: -2.765124 3.838771 -0.900178
H: -3.292483 0.314927 2.543767
H: -4.142373 1.320159 1.354604
H: -4.119867 -2.120587 2.129628
H: -4.434041 -3.813532 0.173299
H: -3.932415 -2.698160 -2.146690

Forces on the atoms, in the same order (eV/Å):
-0.1085 0.0781 0.0071
0.4855 -0.1722 0.0626
-0.2036 -0.0664 0.0658
-0.7356 -0.2505 0.4419
0.1633 0.1221 -0.1413
0.0777 0.0656 -0.0620
-0.0335 -0.0724 -0.3115
-0.0292 0.1826 -0.3127
0.1966 0.2535 0.2021
-0.1365 0.3847 -0.2180
-0.2048 -0.6813 -0.1940
-0.0795 -0.0447 -0.0961
0.1224 0.0231 0.1359
-0.0027 -0.1248 -0.0021
-0.1008 -0.1243 -0.1263
0.4661 0.2317 0.5098
0.1413 0.3546 0.0221
-0.3019 -0.1808 -0.0376
0.4730 0.3580 0.2550
-0.1360 -0.1183 -0.0363
-0.3015 -0.3848 -0.4037
0.3764 0.4609 -0.3558
-0.0726 0.0020 -0.0350
0.1744 0.2171 0.1080
-0.3424 -0.1302 0.0195
0.0219 -0.0067 -0.2713
0.0517 0.3698 0.0206
-0.0705 -0.1350 -0.2494
-0.0174 0.2388 -0.0305
-0.1042 -0.2566 0.4641
0.0492 -0.0233 0.0234
0.0157 -0.0949 0.0324
0.0001 -0.0800 0.1100
0.2571 -0.0887 0.0449
0.0097 0.0723 0.0364
-0.0341 -0.0428 0.1336
0.0445 0.1120 0.0613
0.0614 -0.0115 0.0655
0.0229 -0.0775 0.0168
-0.0203 -0.1099 -0.0302
0.0495 -0.1834 0.0546
-0.0529 0.1597 -0.0707
-0.0122 0.1039 -0.0429
0.0433 -0.0446 0.1052
-0.1306 0.0090 -0.0252
-0.0924 0.0506 -0.0013
-0.0623 -0.0114 0.0192
-0.0525 0.0781 -0.1219
0.1457 -0.0515 0.1231
0.0092 0.0057 0.2292
-0.0330 -0.1975 -0.0194
0.0127 -0.1677 -0.1751

Computed properties:
spin multiplicity	1
energy above the lowest of the compared OMol25 structures with the same formula, charge and spin	0.0	kcal/mol
LUMO level	0.5	eV
E	-53887.187	eV
Kohn-Sham gap	0.3195	Ha
net charge	0
structure (SMILES)	Cc1cc(C(=O)CSc2nc3ccccc3n2CCC#N)c(C)n1Cc1cccs1

# 2
Molecular formula: C23H22N5ORuS
Method: DFT, ωB97M-V/def2-TZVPD

Positions of all 53 atoms, in Å:
Ru: -0.057513 -0.051994 -0.340047
C: 0.950382 1.848534 1.552135
N: 0.665634 0.393336 1.607357
C: -0.360781 0.056923 2.638957
C: -1.665070 -0.449250 2.064555
C: -2.732904 -0.736714 2.900026
C: -3.904867 -1.226967 2.353165
C: -3.980111 -1.420568 0.979862
C: -2.882212 -1.109525 0.208912
N: -1.745600 -0.630140 0.739365
C: 1.893612 -0.425543 1.756221
C: 1.624834 -1.816592 1.242743
C: 2.217698 -2.945920 1.770121
C: 1.941728 -4.180285 1.197815
C: 1.069679 -4.248581 0.123497
C: 0.499687 -3.080499 -0.345402
N: 0.778650 -1.889785 0.197934
C: -0.208878 2.556646 0.900424
C: -0.631547 3.815811 1.273753
C: -1.684626 4.403812 0.585931
C: -2.290966 3.704733 -0.444342
C: -1.825517 2.441980 -0.758333
N: -0.800012 1.881638 -0.106567
H: 1.836085 1.983611 0.927982
H: 1.159824 2.251620 2.545439
H: -0.556267 0.935082 3.257217
H: 0.044360 -0.706786 3.305506
H: -2.639760 -0.578591 3.966467
H: -4.749800 -1.456642 2.988069
H: -4.874917 -1.804803 0.512283
H: -2.888405 -1.239985 -0.864910
H: 2.239778 -0.441406 2.791856
H: 2.670573 0.030332 1.139031
H: 2.886732 -2.859929 2.615581
H: 2.398355 -5.077756 1.592766
H: 0.827299 -5.190406 -0.346876
H: -0.189443 -3.074242 -1.178755
H: -0.141538 4.329638 2.089560
H: -2.028440 5.392837 0.857079
H: -3.115078 4.124952 -1.002354
H: -2.261962 1.857602 -1.556080
O: 1.677151 0.521901 -1.201990
N: 1.775533 0.446071 -2.538573
C: 2.962372 0.801881 -3.082771
C: 3.133985 0.760432 -4.436762
C: 2.071372 0.347860 -5.247612
C: 0.878231 -0.009777 -4.669775
C: 0.728254 0.039431 -3.280253
S: -0.740587 -0.399664 -2.469303
H: 3.713932 1.106258 -2.371009
H: 4.086597 1.047294 -4.856278
H: 2.188921 0.308828 -6.321497
H: 0.035540 -0.336695 -5.262118

Forces on the atoms, in the same order (eV/Å):
-0.0030 -0.0100 0.4208
-0.0081 -0.0025 0.0011
0.0043 0.0199 -0.0272
-0.0057 -0.0081 -0.0693
0.0124 -0.0078 0.0193
0.0227 0.0002 0.0047
-0.0054 0.0009 -0.0128
0.0011 -0.0004 0.0161
0.0058 -0.0004 -0.0109
0.1146 0.0443 -0.1142
-0.0080 0.0002 -0.0225
0.0188 0.0164 0.0287
0.0012 0.0098 0.0100
-0.0021 -0.0064 -0.0019
0.0015 0.0101 0.0044
0.0235 -0.0279 0.0062
-0.1175 -0.0255 -0.1550
0.0153 -0.0232 0.0192
0.0071 0.0026 0.0074
-0.0032 0.0000 -0.0035
0.0073 0.0009 0.0045
0.0066 0.0270 -0.0124
0.0008 0.0699 -0.0255
-0.0108 -0.0022 0.0169
-0.0033 0.0213 -0.0032
0.0049 0.0079 -0.0053
0.0035 -0.0083 -0.0053
-0.0054 0.0000 0.0003
0.0012 -0.0023 0.0010
0.0002 0.0007 -0.0031
-0.0252 -0.0028 0.0093
0.0167 -0.0060 0.0017
-0.0240 -0.0082 0.0110
-0.0005 -0.0031 -0.0008
0.0020 0.0001 -0.0021
-0.0021 0.0009 -0.0016
0.0035 -0.0006 -0.0008
-0.0021 0.0018 -0.0002
-0.0015 -0.0005 0.0002
-0.0002 -0.0016 -0.0010
0.0020 -0.0088 -0.0029
-0.0086 0.0480 0.0507
-0.0730 -0.0095 -0.0287
0.0208 0.0093 -0.0458
0.0032 0.0027 0.0233
-0.0116 -0.0083 -0.0020
0.0316 0.0110 -0.0040
-0.0080 -0.0070 0.0129
0.0044 -0.1274 -0.1185
-0.0052 -0.0009 0.0071
0.0012 0.0013 0.0020
-0.0019 0.0006 -0.0003
-0.0022 0.0019 0.0021

Computed properties:
spin multiplicity	2
energy above the lowest of the compared OMol25 structures with the same formula, charge and spin	0.0	kcal/mol
LUMO level (spin up / spin down)	-5.4 / -7.2	eV
E	-47111.485	eV
⟨S²⟩	0.76
Kohn-Sham gap (spin up / spin down)	0.3108 / 0.2494	Ha
net charge	+2